A:
A 9-piece molecular cluster, C25H68O9 overall, computed with the ωB97M-V functional and the def2-TZVPD basis.

Calculated values
SMILES ... CC(C)O.CC(C)O.CC(C)O.CC(C)O.CC(C)O.CC(C)O.CC(C)O.CC(C)O.CO

The geometry in ORCA input format:
```
! wB97M-V def2-TZVPD RIJCOSX def2/J DEFGRID3
* xyz 0 1
C -4.321 4.924 3.359
C -4.449 3.626 2.560
C -3.146 3.231 1.922
O -4.902 2.541 3.449
H -4.104 5.772 2.703
H -3.501 4.851 4.085
H -5.222 5.114 3.941
H -5.200 3.799 1.770
H -3.235 2.330 1.329
H -2.338 3.136 2.652
H -2.806 4.056 1.274
H -5.862 2.604 3.518
C -4.255 -2.964 1.820
C -3.580 -1.605 1.862
C -4.008 -0.814 3.088
O -2.165 -1.762 1.876
H -5.339 -2.868 1.722
H -4.053 -3.497 2.759
H -3.919 -3.579 0.986
H -3.865 -1.022 0.983
H -5.087 -0.743 3.223
H -3.648 0.210 2.999
H -3.556 -1.250 3.984
H -1.954 -2.338 2.626
C -0.118 5.120 3.444
C 0.612 3.846 3.123
C 0.926 3.794 1.644
O 1.841 3.847 3.877
H -1.064 5.148 2.885
H 0.419 6.033 3.181
H -0.401 5.228 4.497
H 0.010 2.976 3.422
H 0.071 3.547 1.017
H 1.697 3.040 1.456
H 1.383 4.742 1.342
H 2.382 3.104 3.575
C 2.705 1.833 -2.485
C 2.958 2.212 -3.946
C 3.999 3.285 -4.128
O 3.260 1.032 -4.726
H 1.954 1.037 -2.454
H 2.340 2.654 -1.863
H 3.601 1.425 -1.996
H 1.998 2.568 -4.346
H 3.753 4.166 -3.533
H 4.093 3.561 -5.174
H 4.963 2.927 -3.742
H 4.143 0.696 -4.525
C 3.645 -0.872 0.173
C 3.480 -1.334 1.589
C 4.655 -1.002 2.477
O 2.331 -0.746 2.198
H 4.477 -1.372 -0.333
H 3.700 0.214 0.074
H 2.767 -1.172 -0.425
H 3.401 -2.439 1.600
H 4.484 -1.336 3.499
H 4.745 0.096 2.518
H 5.617 -1.365 2.112
H 1.652 -0.637 1.499
C 0.123 -3.321 -3.420
C -0.657 -4.095 -2.384
C -1.453 -3.152 -1.487
O -1.511 -5.126 -2.979
H -0.576 -2.810 -4.106
H 0.743 -3.953 -4.060
H 0.779 -2.562 -2.989
H 0.033 -4.640 -1.720
H -0.838 -2.532 -0.828
H -2.191 -3.658 -0.872
H -1.987 -2.415 -2.121
H -2.041 -4.732 -3.686
C 1.074 -4.314 1.582
C 1.184 -4.892 2.974
C 1.896 -3.968 3.938
O -0.129 -5.148 3.535
H 2.012 -4.357 1.030
H 0.750 -3.268 1.623
H 0.308 -4.873 1.035
H 1.745 -5.845 2.924
H 2.880 -3.723 3.525
H 2.018 -4.416 4.915
H 1.325 -3.036 3.956
H -0.628 -5.722 2.944
C -0.625 0.510 -4.763
C -0.027 -0.003 -6.061
C 0.229 1.159 -7.001
O 1.184 -0.698 -5.809
H -0.747 -0.292 -4.043
H -1.586 1.015 -4.940
H 0.016 1.304 -4.352
H -0.733 -0.700 -6.519
H -0.687 1.679 -7.276
H 0.785 0.824 -7.871
H 0.879 1.862 -6.460
H 1.825 -0.065 -5.429
C -0.565 0.308 -0.387
O 0.023 -0.638 0.502
H -1.396 0.861 0.059
H 0.193 1.036 -0.699
H -0.894 -0.157 -1.333
H -0.698 -1.055 1.032
*
```

=====

B:
A 9-piece molecular cluster, C25H68O9 overall, computed with the ωB97M-V functional and the def2-TZVPD basis.

Calculated values
SMILES ... CC(C)O.CC(C)O.CC(C)O.CC(C)O.CC(C)O.CC(C)O.CC(C)O.CC(C)O.CO

The geometry in ORCA input format:
```
! wB97M-V def2-TZVPD RIJCOSX def2/J DEFGRID3
* xyz 0 1
C 3.907 -3.548 -8.325
C 4.695 -2.419 -8.917
C 5.638 -2.860 -10.003
O 3.844 -1.449 -9.404
H 3.313 -3.086 -7.536
H 4.469 -4.324 -7.804
H 3.220 -3.948 -9.070
H 5.268 -1.886 -8.158
H 6.167 -1.992 -10.396
H 5.043 -3.306 -10.800
H 6.400 -3.618 -9.821
H 3.548 -1.707 -10.280
C -3.969 -3.514 5.282
C -2.571 -3.796 4.682
C -1.406 -3.509 5.630
O -2.555 -5.144 4.407
H -4.041 -2.513 5.710
H -4.120 -4.053 6.217
H -4.782 -3.657 4.571
H -2.483 -3.215 3.764
H -1.421 -2.463 5.935
H -0.434 -3.804 5.234
H -1.387 -4.036 6.584
H -2.843 -5.603 5.200
C -5.455 -6.167 -0.290
C -4.123 -6.613 -0.985
C -3.054 -5.644 -1.374
O -3.496 -7.500 -0.004
H -6.161 -5.772 -1.021
H -5.361 -5.365 0.442
H -5.840 -7.073 0.178
H -4.433 -7.214 -1.839
H -2.698 -5.051 -0.531
H -3.406 -4.909 -2.097
H -2.191 -6.075 -1.882
H -3.237 -7.048 0.802
C -5.449 0.827 0.419
C -5.323 2.329 0.121
C -6.208 3.208 1.068
O -3.962 2.738 0.125
H -5.189 0.610 1.455
H -4.749 0.308 -0.235
H -6.406 0.355 0.196
H -5.690 2.523 -0.887
H -7.265 2.996 0.910
H -6.169 4.295 0.995
H -5.963 3.032 2.116
H -3.874 3.648 0.419
C -0.941 7.526 3.039
C -2.019 8.305 2.287
C -2.091 9.730 2.635
O -1.885 8.148 0.868
H -0.988 6.496 2.684
H -1.128 7.423 4.108
H 0.073 7.867 2.831
H -2.998 7.865 2.482
H -3.006 10.135 2.203
H -1.201 10.300 2.366
H -2.277 9.927 3.690
H -2.429 8.814 0.440
C 2.197 -7.425 1.723
C 3.636 -7.464 2.204
C 3.933 -7.168 3.724
O 4.338 -8.635 1.755
H 1.674 -8.162 2.332
H 2.025 -7.678 0.676
H 1.692 -6.464 1.819
H 4.059 -6.668 1.591
H 3.323 -7.801 4.369
H 3.557 -6.181 3.993
H 4.979 -7.179 4.030
H 4.061 -8.770 0.846
C 1.946 -0.579 0.306
C 2.350 0.646 -0.625
C 2.077 0.548 -2.189
O 1.655 1.756 -0.167
H 0.911 -0.911 0.388
H 2.259 -0.361 1.328
H 2.513 -1.468 0.031
H 3.419 0.828 -0.508
H 2.031 -0.520 -2.404
H 2.748 1.159 -2.793
H 1.044 0.883 -2.282
H 0.772 1.900 -0.513
C 2.835 8.677 -4.997
C 1.961 8.042 -3.965
C 2.705 7.925 -2.612
O 0.938 9.006 -3.791
H 3.871 8.341 -4.957
H 2.879 9.765 -5.044
H 2.524 8.290 -5.967
H 1.570 7.098 -4.347
H 2.166 7.187 -2.018
H 2.854 8.782 -1.955
H 3.728 7.633 -2.847
H 0.218 8.616 -3.290
C 3.471 1.584 7.372
O 3.333 2.518 8.396
H 2.623 1.689 6.695
H 4.366 1.767 6.777
H 3.621 0.586 7.783
H 4.230 2.684 8.695
*
```

=====

Sorted by energy, starting with the most stable: A, B.